A molecular structure, C38H38F4N6Ta. Source: the Open Molecules 2025 dataset; level of theory: ωB97M-V/def2-TZVPD.

The geometry in XYZ format:
```
87
Properties=species:S:1:pos:R:3:lowdin_charge:R:1
Ta 0.188 -0.435 0.510 1.821
C -1.011 0.689 -2.210 -0.071
N -1.495 0.418 -0.838 -0.358
C -2.268 1.602 -0.405 -0.069
C -2.417 -0.753 -0.880 -0.187
C -2.791 -1.176 0.532 -0.200
N -1.588 -1.090 1.374 -0.133
C -1.651 -1.558 2.674 -0.169
C -0.454 -1.586 3.376 -0.123
F 0.632 -1.107 2.644 -0.025
C -0.280 -2.045 4.657 -0.214
F 0.932 -2.030 5.204 0.127
C -1.380 -2.515 5.348 0.094
C -2.598 -2.493 4.695 -0.200
F -3.687 -2.928 5.321 0.127
C -2.751 -2.030 3.395 -0.132
F -3.980 -2.040 2.859 0.104
H -1.851 0.985 -2.844 0.110
H -0.280 1.497 -2.187 0.100
H -0.550 -0.210 -2.603 0.057
H -1.635 2.485 -0.430 0.090
H -3.110 1.739 -1.088 0.109
H -2.656 1.461 0.600 0.080
H -3.309 -0.495 -1.457 0.140
H -1.887 -1.554 -1.388 0.097
H -3.578 -0.540 0.941 0.120
H -3.188 -2.192 0.494 0.124
H -1.295 -2.881 6.360 0.148
N 7.772 6.506 -1.343 0.177
C 6.973 5.735 -1.049 -0.171
C 5.971 4.769 -0.684 -0.215
C 4.855 4.589 -1.496 -0.002
C 3.889 3.667 -1.137 -0.013
C 4.041 2.903 0.018 -0.187
C 5.157 3.092 0.829 -0.010
C 6.119 4.024 0.484 0.000
C 2.989 1.919 0.377 -0.037
C 3.314 0.586 0.496 -0.236
C 4.614 0.005 0.400 -0.009
C 4.486 -1.328 0.675 -0.024
C 3.109 -1.550 0.896 -0.108
N 2.398 -0.432 0.809 -0.065
C 1.707 2.436 0.678 -0.254
C 1.453 3.734 1.133 0.014
C 0.212 3.717 1.767 -0.045
C -0.263 2.421 1.648 -0.173
N 0.613 1.629 0.972 -0.109
H 4.750 5.174 -2.399 0.127
H 3.015 3.529 -1.760 0.124
H 5.260 2.521 1.743 0.130
H 6.982 4.184 1.116 0.128
H 5.515 0.538 0.147 0.122
H 5.258 -2.078 0.703 0.113
H 2.631 -2.498 1.095 0.097
H 2.140 4.562 1.067 0.124
H -0.277 4.531 2.274 0.109
H -1.191 2.026 2.029 0.104
C 0.688 -4.313 1.065 -0.057
C 0.287 -4.543 -0.394 -0.358
C -1.197 -4.245 -0.601 -0.051
C 1.194 -3.863 -1.411 -0.139
C 1.977 -4.697 -2.199 -0.030
C 2.820 -4.201 -3.178 -0.052
C 2.883 -2.837 -3.388 -0.029
C 2.130 -1.953 -2.625 -0.139
C 2.232 -0.474 -2.942 -0.382
C 1.547 -0.172 -4.282 -0.058
C 3.679 0.022 -2.992 -0.048
C 1.283 -2.468 -1.619 -0.223
N 0.586 -1.594 -0.782 -0.146
H 0.080 -4.933 1.726 0.091
H 0.528 -3.274 1.360 0.029
H 1.735 -4.568 1.234 0.086
H 0.416 -5.613 -0.575 0.127
H -1.438 -3.239 -0.268 0.023
H -1.801 -4.944 -0.020 0.090
H -1.480 -4.344 -1.650 0.094
H 1.918 -5.767 -2.042 0.116
H 3.416 -4.876 -3.777 0.111
H 3.532 -2.446 -4.161 0.115
H 1.723 0.077 -2.145 0.084
H 2.111 -0.636 -5.093 0.086
H 1.513 0.903 -4.472 0.086
H 0.534 -0.571 -4.337 0.073
H 4.199 -0.363 -3.871 0.081
H 4.239 -0.285 -2.110 0.066
H 3.704 1.112 -3.056 0.077
```

The total charge is +1. For the gap between HOMO and LUMO, the calculation gives 6.7 eV. As for the spin multiplicity: 1. The largest force on an atom comes out at 0.30 eV/Å. As for the LUMO energy: -4.028 eV. The calculation puts the energy above the lowest of the compared OMol25 structures with the same formula, charge and spin at 0.056 eV.